(1)
Formula: C4H11B
Source: OMol25
Level of theory: ωB97M-V/def2-TZVPD

The geometry in ORCA input format:
```
! wB97M-V def2-TZVPD RIJCOSX def2/J DEFGRID3
* xyz 0 1
B 0.50150 -0.06349 -0.00441
C 1.90507 0.81012 -0.19736
C 0.62709 -1.60004 -0.06015
C -2.15229 0.15559 0.04759
C -0.79981 0.80795 0.30069
H 2.71355 0.59961 0.40570
H 1.83346 1.82614 0.01851
H 2.14431 0.57024 -1.23638
H 0.95764 -1.81049 -1.03663
H -0.25490 -2.08918 0.05567
H 1.40910 -1.87197 0.62919
H -2.10124 -0.66883 0.61981
H -2.96673 0.75122 0.26915
H -2.23287 -0.18391 -1.04681
H -0.67981 1.69250 -0.18717
H -0.90407 1.07453 1.42260
*
```

HOMO-LUMO gap ... 0.40109 Eh
LUMO level ... 0.67 eV
E_tot ... -183.8130 hartree
Energy relative to the best compared isomer or geometry (same formula, charge and spin) ... 88.79 kJ/mol
M ... 69.9 g/mol


(2)
Formula: C4H11BCl3N2O5S3
Source: OMol25
Level of theory: ωB97M-V/def2-TZVPD

The geometry in ORCA input format:
```
! wB97M-V def2-TZVPD RIJCOSX def2/J DEFGRID3
* xyz -1 1
N 1.90428 -1.61492 -0.57756
B 1.84854 -0.42091 -1.37204
O 1.80146 -0.43876 -2.73855
S 1.83646 1.22296 -0.42085
O 3.20240 1.66734 -0.66068
O 1.54932 0.97438 0.98249
N 0.84816 2.28552 -1.06388
S -0.68199 1.84938 -1.26600
O -1.51089 3.02311 -1.13751
O -0.90018 1.09672 -2.47723
C -1.19938 0.77539 0.06631
C -2.72910 0.60750 -0.02446
C -3.16225 -0.86579 -0.12318
S -4.38320 -1.18335 -1.43410
H 2.78108 -1.75199 -0.07613
H 1.67158 -2.43081 -1.12942
H 2.66435 -0.22723 -3.10290
H -0.86680 1.16396 1.01778
H -0.74775 -0.20500 -0.06188
H -3.17992 1.06718 0.84846
H -3.09542 1.12404 -0.90222
H -2.31953 -1.52251 -0.30366
H -3.67057 -1.17504 0.78468
H -3.93021 -0.32188 -2.34918
C 2.40609 -0.84871 3.45165
Cl 3.46533 -1.70798 2.33840
Cl 1.09465 -1.90016 4.00098
Cl 3.32273 -0.22559 4.82948
H 1.98077 -0.01685 2.90119
*
```

HOMO-LUMO gap ... 0.30009 Eh
LUMO level ... 2.42 eV
E_tot ... -3244.8403 hartree
M ... 380.5 g/mol


(3)
Formula: C4H11BF2MnNO8P2
Source: OMol25
Level of theory: ωB97M-V/def2-TZVPD

The geometry in ORCA input format:
```
! wB97M-V def2-TZVPD RIJCOSX def2/J DEFGRID3
* xyz -1 6
Mn -1.02218 0.22239 -1.10972
N 1.45873 -2.30410 1.34014
C 1.76118 -0.83493 1.07178
C 3.05151 -0.49840 1.81084
P 2.05226 -0.85382 -0.76210
O 2.71546 0.57778 -1.06287
O 3.03321 -1.95607 -0.91875
O 0.71435 -0.93387 -1.45334
P 0.30023 -0.04106 1.91753
O 0.75719 1.46333 2.18169
O 0.25020 -0.81750 3.19127
O -0.87603 -0.06862 0.98425
H 2.27783 -2.86442 1.09830
H 0.68594 -2.60280 0.73994
H 1.15004 -2.34222 2.32785
H 3.87780 -1.09976 1.42559
H 2.93574 -0.65785 2.88511
H 3.28867 0.55028 1.64861
H 2.04827 1.17721 -1.43271
H 0.42912 2.06866 1.49263
C -5.12827 0.96584 -2.13458
O -4.48606 -0.28478 -1.95128
C -3.11395 -0.18811 -1.89464
O -2.57350 -1.29346 -1.72545
H -6.17694 0.76050 -2.34566
H -4.69278 1.51943 -2.96824
H -5.05661 1.58247 -1.23560
F -0.01561 3.16949 0.06725
B -0.11187 2.43323 -1.09614
F 0.46606 3.15115 -2.09167
*
```

HOMO-LUMO gap (spin up / spin down) ... 0.25099 / 0.29071 Eh
LUMO level (spin up / spin down) ... 2.87 / 2.87 eV
E_tot ... -2874.4176 hartree
Energy relative to the best compared isomer or geometry (same formula, charge and spin) ... 0.00 kJ/mol
M ... 366.8 g/mol


(4)
Formula: C4H11BrOSi
Source: OMol25
Level of theory: ωB97M-V/def2-TZVPD

The geometry in ORCA input format:
```
! wB97M-V def2-TZVPD RIJCOSX def2/J DEFGRID3
* xyz 0 1
C -1.77127 -0.83670 1.94022
C 2.22193 1.66623 0.55980
C -0.79493 -1.19685 0.83237
C -0.62710 0.41111 -2.84241
O 0.30737 -0.32560 0.88484
Si 1.32386 0.21629 -0.23086
Br -0.11066 -1.10909 -3.87372
H -2.65844 -1.46133 1.86954
H -1.31132 -0.98281 2.91520
H -2.06737 0.20729 1.84847
H 1.53026 2.38968 0.98337
H 2.87734 1.32271 1.36115
H 2.83656 2.17499 -0.18006
H -1.27444 -1.11376 -0.14784
H -0.43317 -2.22501 0.95336
H -1.64152 0.30062 -2.47779
H -0.45766 1.33361 -3.38870
H 2.05056 -0.77139 -1.00693
*
```

HOMO-LUMO gap (spin up / spin down) ... 0.28401 / 0.24902 Eh
LUMO level (spin up / spin down) ... 0.02 / -0.14 eV
E_tot ... -3097.6637 hartree
Energy relative to the best compared isomer or geometry (same formula, charge and spin) ... 383.18 kJ/mol
M ... 183.1 g/mol


(5)
Formula: C4H11CdN2S
Source: OMol25
Level of theory: ωB97M-V/def2-TZVPD

The geometry in ORCA input format:
```
! wB97M-V def2-TZVPD RIJCOSX def2/J DEFGRID3
* xyz -1 1
C -1.25097 -0.36677 -2.49984
Cd -0.31248 -0.46432 -0.67241
N -0.74997 1.76958 -0.00371
H 0.86336 -1.70965 -0.30775
H -1.76560 -1.16650 -0.89039
H -1.32346 -1.25253 -3.10036
H -0.37563 0.29796 -2.83193
H -2.18365 0.15573 -2.64595
H 0.15185 2.04399 0.43675
H -1.43528 1.74499 0.79390
H -1.05171 2.42121 -0.64851
S 3.33865 0.11764 2.76167
C 1.93017 0.43168 3.73235
C 0.81923 0.53152 2.90111
N 1.08817 0.39738 1.54442
C 2.36815 0.17330 1.32467
H 1.94011 0.52556 4.80417
H -0.17622 0.68875 3.25637
H 2.80874 -0.00830 0.35750
*
```

HOMO-LUMO gap (spin up / spin down) ... 0.09742 / 0.09744 Eh
LUMO level (spin up / spin down) ... 2.54 / 2.53 eV
E_tot ... -834.2170 hartree
Energy relative to the best compared isomer or geometry (same formula, charge and spin) ... 238.76 kJ/mol
M ... 231.6 g/mol


(6)
Formula: C4H11ClNOPd2
Source: OMol25
Level of theory: ωB97M-V/def2-TZVPD

The geometry in ORCA input format:
```
! wB97M-V def2-TZVPD RIJCOSX def2/J DEFGRID3
* xyz 4 6
Pd -3.32839 4.27871 -3.05967
Pd -2.81859 -0.18098 -4.51479
Cl -2.27464 1.91261 -2.91547
C 1.48902 -0.72106 -1.55026
C 0.45669 -0.91664 -0.33482
C 0.78074 -0.10463 0.99558
O -0.31226 -0.19823 1.97678
C 0.17464 -0.05985 3.35677
N -0.83187 -0.57864 -0.83587
H 1.09652 -1.29392 -2.39043
H 2.46485 -1.08354 -1.22703
H 1.77104 0.30527 -1.78522
H 0.32672 -1.97993 -0.13324
H 0.94561 0.94689 0.76057
H 1.75906 -0.18264 1.46980
H 0.72303 -0.92579 3.72760
H -0.72514 0.14828 3.93571
H 0.62661 0.91167 3.55673
H -0.86427 0.42062 -0.97916
H -1.45941 -0.69826 -0.05358
*
```

HOMO-LUMO gap (spin up / spin down) ... 0.40013 / 0.19439 Eh
LUMO level (spin up / spin down) ... -15.15 / -19.65 eV
E_tot ... -1002.7884 hartree
Energy relative to the best compared isomer or geometry (same formula, charge and spin) ... 52.34 kJ/mol
M ... 337.4 g/mol


(7)
Formula: C4H11F2Li3NO
Source: OMol25
Level of theory: ωB97M-V/def2-TZVPD

The geometry in ORCA input format:
```
! wB97M-V def2-TZVPD RIJCOSX def2/J DEFGRID3
* xyz 1 1
Li -0.14032 17.96731 23.29405
Li 3.53363 21.07707 24.54607
Li 4.44937 16.53510 24.35120
F 0.20752 20.40578 25.66479
F 3.04819 18.73785 21.87681
C 0.42527 22.76560 17.13157
C -0.51529 21.59322 16.76794
C -1.35585 21.80389 15.54516
O -2.30676 20.73982 15.40719
C -3.17992 20.80892 14.32774
N 0.38281 20.44685 16.83991
H 1.09454 22.47916 17.94281
H -0.24477 23.50968 17.56226
H 0.91312 23.34065 16.34454
H -1.27033 21.39769 17.52936
H -0.75020 21.78102 14.63919
H -1.76765 22.81226 15.50394
H -3.89602 20.00212 14.48388
H -2.71235 20.64695 13.35653
H -3.64396 21.79216 14.40519
H 0.81126 20.26854 17.73698
H -0.17821 19.66160 16.54202
*
```

HOMO-LUMO gap ... 0.16770 Eh
LUMO level ... -5.71 eV
E_tot ... -510.9383 hartree
M ... 148.0 g/mol


(8)
Formula: C4H11F3OSi2
Source: OMol25
Level of theory: ωB97M-V/def2-TZVPD

The geometry in ORCA input format:
```
! wB97M-V def2-TZVPD RIJCOSX def2/J DEFGRID3
* xyz 0 1
C -2.08241 0.66373 -1.50910
C -2.08524 -0.72298 0.72702
C -1.78793 0.55177 -0.05152
C -0.17827 0.83860 0.14960
O 2.51422 0.24728 -0.73852
F -2.46421 1.62011 0.49951
F -0.04955 0.85995 1.50203
F 0.23900 2.08812 -0.38899
Si 3.80487 1.25088 -0.38942
Si 1.00247 -0.43784 -0.65615
H -1.24977 0.21464 -2.10176
H -2.06344 1.74907 -1.85780
H -3.13031 0.30372 -1.72120
H -1.98090 -0.58761 1.90086
H -1.59518 -1.56599 0.38261
H -3.13606 -1.06630 0.61467
H 4.02719 0.97620 1.09936
H 3.29359 2.60489 -0.45414
H 4.85212 0.90438 -1.19526
H 0.59444 -0.85036 -2.12327
H 1.31920 -1.65691 0.00884
*
```

HOMO-LUMO gap ... 0.41436 Eh
LUMO level ... 0.73 eV
E_tot ... -1112.8450 hartree
Energy relative to the best compared isomer or geometry (same formula, charge and spin) ... 0.00 kJ/mol
M ... 188.3 g/mol


(9)
Formula: C4H11FNOPS
Source: OMol25
Level of theory: ωB97M-V/def2-TZVPD

The geometry in ORCA input format:
```
! wB97M-V def2-TZVPD RIJCOSX def2/J DEFGRID3
* xyz 0 1
C 0.42710 -0.29106 -2.03668
C -1.66232 1.31979 0.71269
C -0.72162 0.63339 -1.56289
C -0.43522 1.04251 -0.16635
N 0.09183 -0.04430 0.59854
O 2.38186 -2.52683 0.96203
F -0.00575 1.67144 2.51513
P -0.79178 0.29193 2.02851
S -1.24872 -0.99384 3.42608
H 1.42072 0.20481 -1.62307
H 0.40187 -1.18496 -1.45417
H 0.26183 -0.49435 -3.07156
H -2.04442 2.38273 0.92361
H -2.56268 0.73877 0.33195
H 2.40167 -3.29126 1.43698
H -0.94581 1.54528 -2.13530
H -1.61497 -0.08348 -1.60263
H 0.38728 1.84526 -0.08643
H 1.05396 -0.36743 0.43803
H 3.20517 -2.39841 0.36554
*
```

HOMO-LUMO gap ... 0.35901 Eh
LUMO level ... 0.54 eV
E_tot ... -1128.4239 hartree
Energy relative to the best compared isomer or geometry (same formula, charge and spin) ... 16.00 kJ/mol
M ... 171.2 g/mol


(10)
Formula: C4H11IN
Source: OMol25
Level of theory: ωB97M-V/def2-TZVPD

The geometry in ORCA input format:
```
! wB97M-V def2-TZVPD RIJCOSX def2/J DEFGRID3
* xyz 1 1
C 0.18325 -1.45396 2.48217
C 1.06022 0.10123 -1.64916
C -1.30565 0.75663 -1.89544
C 0.30939 -0.01898 2.34390
N -0.08190 0.80183 -1.14441
I -1.27150 1.26086 2.24399
H 0.97628 -1.95996 1.92910
H -0.79821 -1.83221 2.20565
H 0.35185 -1.73761 3.53227
H 0.83664 -0.96598 -1.70058
H 1.33694 0.42600 -2.66182
H 1.91471 0.26252 -0.99458
H -1.58331 1.73860 -2.28165
H -1.21513 0.05682 -2.72495
H -2.12502 0.41676 -1.25013
H 1.28607 0.43565 2.32104
H 0.12539 1.71179 -0.75539
*
```

HOMO-LUMO gap ... 0.17174 Eh
LUMO level ... -7.08 eV
E_tot ... -511.0861 hartree
Energy relative to the best compared isomer or geometry (same formula, charge and spin) ... 276.08 kJ/mol
M ... 200.0 g/mol


Question: M of number 2 (C4H11BCl3N2O5S3)?
Answer: 380.5 g/mol


Question: Which of these has the highest M?
Answer: C4H11BCl3N2O5S3


Question: Look up the E_tot of the first one.
Answer: -183.8130 hartree